No. 1
Entry from OMol25: a 23-piece molecular cluster, C46H138O46 overall at a distorted geometry (ωB97M-V/def2-TZVPD).

Its HOMO energy is -9.60 eV. For the frontier orbital gap, the calculation gives 0.3583 Eh.

ORCA input file:
```
! RIJCOSX wB97M-V def2-TZVPD def2/J DEFGRID3
* xyz 0 1
C 2.669 6.648 -1.291
C 2.175 8.086 -1.104
O 1.160 8.298 -0.048
O 1.574 5.810 -1.673
H 3.178 6.317 -0.362
H 3.375 6.727 -2.106
H 1.829 8.421 -2.123
H 2.993 8.800 -0.851
H 0.336 8.069 -0.532
H 1.299 5.320 -0.859
C -5.824 -3.385 1.399
C -4.717 -3.158 0.326
O -4.923 -1.913 -0.322
O -5.469 -4.429 2.281
H -6.784 -3.755 0.964
H -6.037 -2.509 1.965
H -4.607 -3.907 -0.456
H -3.696 -3.085 0.819
H -4.364 -1.898 -1.131
H -4.522 -4.619 2.002
C -2.969 3.879 0.965
C -2.891 4.848 2.096
O -1.901 4.476 3.092
O -1.992 4.272 -0.007
H -3.988 3.989 0.566
H -2.788 2.812 1.204
H -3.836 4.910 2.570
H -2.670 5.825 1.669
H -1.166 5.076 3.077
H -1.934 3.528 -0.608
C -5.528 -2.375 5.028
C -4.396 -1.389 4.811
O -3.890 -1.589 3.514
O -5.072 -3.718 5.086
H -6.202 -2.307 4.172
H -6.098 -2.285 5.928
H -3.639 -1.612 5.601
H -4.726 -0.341 4.997
H -3.196 -0.910 3.381
H -5.133 -4.000 4.152
C -3.579 -0.131 -2.941
C -2.792 1.151 -2.706
O -2.739 1.535 -1.292
O -2.954 -1.289 -2.283
H -3.659 -0.368 -4.012
H -4.592 -0.052 -2.523
H -3.206 2.022 -3.252
H -1.789 1.100 -3.075
H -3.639 1.480 -0.890
H -2.015 -1.088 -2.090
C -1.914 -4.889 5.732
C -1.648 -6.241 5.073
O -0.531 -6.178 4.114
O -2.343 -4.011 4.704
H -0.943 -4.561 6.138
H -2.637 -5.018 6.547
H -2.584 -6.494 4.457
H -1.420 -7.036 5.846
H -0.694 -6.867 3.443
H -3.280 -3.873 4.753
C -0.331 -2.849 -5.339
C -1.291 -2.626 -6.436
O -2.065 -1.495 -6.126
O -0.877 -3.581 -4.246
H 0.187 -2.011 -4.925
H 0.511 -3.431 -5.781
H -1.928 -3.524 -6.519
H -0.673 -2.601 -7.368
H -2.361 -1.109 -6.929
H -1.468 -2.926 -3.810
C 3.058 2.237 -8.226
C 1.980 1.161 -8.185
O 2.505 -0.148 -8.446
O 3.872 1.797 -7.107
H 2.659 3.184 -7.906
H 3.658 2.449 -9.056
H 1.233 1.373 -8.952
H 1.469 1.254 -7.217
H 3.150 -0.291 -7.715
H 4.708 2.190 -7.353
C 1.335 4.624 2.942
C 1.224 3.841 1.641
O 0.761 4.706 0.536
O 0.740 5.949 2.795
H 2.425 4.723 3.220
H 0.844 4.159 3.827
H 0.567 2.953 1.704
H 2.178 3.477 1.307
H -0.260 4.610 0.495
H 0.815 6.208 1.848
C -0.806 -3.996 0.836
C 0.644 -3.832 1.473
O 0.497 -3.625 2.907
O -1.571 -4.879 1.612
H -0.723 -4.471 -0.122
H -1.233 -2.971 0.708
H 1.137 -3.014 1.049
H 1.252 -4.754 1.380
H 0.131 -4.471 3.310
H -1.690 -4.506 2.517
C 4.944 -0.640 -3.117
C 4.285 0.240 -4.120
O 3.115 -0.450 -4.566
O 3.938 -0.874 -2.054
H 5.871 -0.233 -2.678
H 5.282 -1.606 -3.515
H 4.981 0.490 -4.944
H 4.055 1.184 -3.631
H 2.527 0.246 -4.792
H 4.306 -0.634 -1.195
C 1.519 2.419 -3.534
C 0.349 3.338 -3.425
O 0.618 4.727 -3.772
O 1.895 2.085 -4.791
H 1.183 1.487 -3.077
H 2.343 2.849 -3.048
H 0.075 3.391 -2.360
H -0.496 3.070 -4.090
H 0.931 5.197 -2.969
H 2.157 2.813 -5.340
C -5.433 1.035 1.532
C -6.621 1.976 1.303
O -7.783 1.336 0.810
O -4.832 0.705 0.359
H -5.734 0.084 2.034
H -4.718 1.420 2.301
H -6.361 2.648 0.512
H -6.865 2.611 2.154
H -7.532 0.613 0.221
H -4.717 -0.249 0.298
C -5.708 2.062 6.374
C -4.229 1.983 5.978
O -4.036 2.178 4.599
O -6.552 0.999 5.820
H -6.105 3.037 6.234
H -5.734 1.846 7.464
H -3.806 1.030 6.357
H -3.661 2.809 6.528
H -3.107 2.094 4.391
H -7.153 1.366 5.178
C 3.651 0.491 4.366
C 2.850 -0.088 3.234
O 3.102 0.541 1.963
O 5.055 0.379 4.015
H 3.423 -0.018 5.311
H 3.322 1.534 4.456
H 1.786 -0.063 3.509
H 2.973 -1.153 3.081
H 3.847 0.057 1.574
H 5.275 1.169 3.578
C -1.222 0.277 4.255
C -0.396 1.540 4.499
O -1.273 2.529 5.101
O -2.067 0.454 3.100
H -1.806 0.168 5.165
H -0.617 -0.650 4.114
H 0.037 1.908 3.565
H 0.458 1.361 5.242
H -1.516 3.178 4.387
H -1.514 0.702 2.331
C 0.571 -1.954 6.139
C 1.092 -2.933 7.195
O 2.498 -2.793 7.379
O 1.407 -1.941 5.022
H 0.604 -0.973 6.665
H -0.474 -2.224 5.979
H 0.876 -3.926 6.830
H 0.606 -2.838 8.139
H 2.972 -3.008 6.578
H 1.069 -2.543 4.333
C 3.037 5.396 -6.176
C 4.133 4.808 -5.320
O 3.792 4.990 -3.890
O 1.864 4.607 -6.094
H 3.449 5.324 -7.188
H 2.925 6.451 -5.995
H 5.082 5.295 -5.516
H 4.283 3.750 -5.563
H 2.831 4.790 -3.824
H 1.385 4.839 -5.267
C 2.195 -3.514 -2.399
C 2.625 -4.196 -3.686
O 3.655 -3.384 -4.287
O 1.615 -2.234 -2.583
H 3.039 -3.469 -1.717
H 1.474 -4.177 -1.953
H 1.831 -4.394 -4.397
H 3.009 -5.204 -3.507
H 3.289 -2.498 -4.360
H 2.339 -1.634 -2.632
C 5.565 -3.271 -0.009
C 5.267 -2.227 1.041
O 5.268 -0.881 0.487
O 6.886 -3.145 -0.442
H 4.798 -3.222 -0.831
H 5.348 -4.222 0.457
H 6.020 -2.423 1.872
H 4.338 -2.365 1.542
H 6.163 -0.742 0.215
H 6.931 -3.040 -1.369
C 0.663 -0.224 -0.597
C 0.027 -0.036 0.761
O -0.993 0.983 0.747
O -0.281 -0.825 -1.435
H 1.590 -0.867 -0.571
H 1.055 0.730 -1.078
H 0.808 0.111 1.514
H -0.431 -1.049 0.919
H -1.483 0.831 -0.073
H 0.194 -1.358 -2.077
C -1.383 -8.251 -3.387
C -2.289 -7.037 -3.397
O -1.509 -5.950 -3.041
O -0.794 -8.491 -2.063
H -0.624 -8.319 -4.183
H -1.921 -9.166 -3.628
H -3.065 -7.208 -2.605
H -2.845 -6.789 -4.304
H -1.414 -5.288 -3.688
H -0.339 -7.689 -1.936
C 4.076 2.657 -0.821
C 5.090 2.828 0.279
O 5.609 4.182 0.282
O 4.731 2.735 -2.093
H 3.260 3.392 -0.721
H 3.737 1.587 -0.847
H 5.875 2.151 0.304
H 4.672 2.647 1.207
H 6.173 4.286 -0.509
H 4.669 3.653 -2.378
*
```


No. 2
Entry from OMol25: C46H24I4N7Pd as an isolated structure (ωB97M-V/def2-TZVPD).

Its HOMO energy (spin up / spin down) is -9.64 / -10.91 eV. For the frontier orbital gap (spin up / spin down), the calculation gives 0.2021 / 0.1799 Eh.

ORCA input file:
```
! RIJCOSX wB97M-V def2-TZVPD def2/J DEFGRID3
* xyz 1 5
Pd 0.352 0.206 -0.363
I -1.973 -6.795 5.879
C -1.580 -5.260 4.535
C -2.601 -4.398 4.157
C -2.335 -3.380 3.252
C -1.058 -3.214 2.724
C -0.045 -4.083 3.118
C -0.300 -5.106 4.021
C -0.751 -2.110 1.763
C -0.547 -0.813 2.259
C -0.947 -0.364 3.606
C -0.928 0.974 3.595
C -0.432 1.395 2.282
C -0.291 2.715 1.841
C -0.916 3.815 2.631
C -1.971 4.531 2.073
C -2.603 5.535 2.794
C -2.173 5.830 4.080
I -3.127 7.319 5.171
C -1.108 5.139 4.641
C -0.486 4.134 3.916
C 0.368 3.056 0.656
N 0.933 2.136 -0.191
C 1.614 2.789 -1.127
C 2.337 1.851 -2.039
C 3.391 1.209 -1.498
C 4.032 1.801 -0.305
C 4.665 1.143 0.662
C 5.007 -0.314 0.535
I 5.854 -1.095 2.325
C 4.725 -1.180 -1.396
C 3.522 -0.269 -1.780
C 1.369 1.159 -2.936
C 0.931 1.366 -4.286
C -0.094 0.490 -4.497
C -0.302 -0.229 -3.261
N 0.626 0.229 -2.353
C -1.161 -1.292 -2.991
C -1.155 -1.977 -1.758
C -1.822 -3.245 -1.462
C -1.606 -3.521 -0.168
C -0.870 -2.380 0.396
N -0.568 -1.529 -0.608
C -2.172 -1.662 -4.019
C -3.143 -0.730 -4.372
C -4.117 -1.046 -5.308
C -4.115 -2.299 -5.903
I -5.559 -2.772 -7.318
C -3.147 -3.236 -5.567
C -2.181 -2.915 -4.626
C 1.478 4.207 -0.947
C 0.720 4.377 0.171
N -0.180 0.264 1.541
H -3.594 -4.514 4.568
H -3.132 -2.709 2.952
H 0.955 -3.955 2.720
H 0.495 -5.773 4.325
H -1.239 -1.017 4.413
H -1.208 1.637 4.396
H -2.310 4.294 1.072
H -3.428 6.079 2.355
H -0.760 5.385 5.635
H 0.361 3.612 4.347
H 3.880 2.865 -0.172
H 4.990 1.673 1.547
H 4.959 -1.998 -2.069
H 3.066 -0.543 -2.730
H 1.379 2.037 -5.001
H -0.629 0.316 -5.417
H -2.370 -3.842 -2.172
H -1.937 -4.381 0.392
H -3.150 0.244 -3.897
H -4.875 -0.319 -5.566
H -3.139 -4.208 -6.040
H -1.411 -3.639 -4.387
H 1.941 4.969 -1.553
H 0.456 5.306 0.652
N 2.736 -0.836 -0.616
C 3.917 -1.291 -0.048
N 5.804 -0.579 -0.664
C 6.876 0.084 -1.104
N 7.809 0.648 -1.478
*
```


No. 3
Entry from OMol25: C46H26Cl3F4IrN8OPS2 as an isolated structure at a distorted geometry (ωB97M-V/def2-TZVPD).

Its HOMO energy (spin up / spin down) is -10.77 / -10.87 eV. For the frontier orbital gap (spin up / spin down), the calculation gives 0.2886 / 0.1726 Eh.

ORCA input file:
```
! RIJCOSX wB97M-V def2-TZVPD def2/J DEFGRID3
* xyz 1 5
Ir 0.080 0.183 -0.143
S 0.702 0.762 2.075
C 1.055 2.419 2.086
C 1.774 2.938 3.189
C 2.087 4.267 3.252
C 2.905 4.751 4.330
N 3.589 5.111 5.179
C 1.630 5.156 2.230
C 0.919 4.674 1.166
C 0.646 3.290 1.042
S -0.145 2.722 -0.345
C 1.944 6.556 2.303
N 2.208 7.673 2.356
H 2.084 2.264 3.977
H 0.571 5.352 0.399
C -3.396 0.694 -2.069
C -2.986 -0.742 -2.405
C -3.370 -1.765 -1.337
C -1.513 -0.833 -2.826
C -1.331 -1.973 -3.820
O -0.046 -2.527 -3.494
C 0.326 -2.023 -2.318
N -0.442 -1.118 -1.815
C 1.590 -2.631 -1.842
C 1.825 -3.940 -2.279
C 3.016 -4.581 -2.002
C 4.007 -3.916 -1.296
C 3.782 -2.624 -0.855
C 2.578 -1.967 -1.111
P 2.364 -0.282 -0.450
C 3.250 -0.471 1.138
C 2.888 -1.537 1.967
C 3.500 -1.706 3.195
C 4.470 -0.801 3.617
C 4.819 0.267 2.808
C 4.211 0.435 1.567
C 3.482 0.786 -1.404
C 4.482 0.291 -2.233
C 5.344 1.169 -2.878
C 5.198 2.538 -2.720
C 4.196 3.038 -1.897
C 3.348 2.165 -1.237
H -4.449 0.725 -1.791
H -3.261 1.336 -2.943
H -2.811 1.112 -1.252
H -3.537 -1.007 -3.315
H -2.855 -1.575 -0.400
H -3.130 -2.783 -1.655
H -4.446 -1.722 -1.161
H -1.245 0.125 -3.275
H -1.330 -1.657 -4.859
H -2.077 -2.755 -3.679
H 1.062 -4.448 -2.849
H 3.173 -5.595 -2.345
H 4.954 -4.398 -1.093
H 4.551 -2.111 -0.292
H 2.122 -2.234 1.643
H 3.222 -2.542 3.824
H 4.955 -0.937 4.575
H 5.575 0.971 3.133
H 4.496 1.269 0.939
H 4.597 -0.773 -2.388
H 6.130 0.775 -3.510
H 5.859 3.217 -3.245
H 4.075 4.107 -1.771
H 2.562 2.554 -0.601
Cl 0.963 4.222 -4.651
C 1.098 2.505 -5.029
Cl 2.657 2.157 -5.782
Cl -0.229 1.993 -6.081
C 1.013 1.743 -3.781
N 0.946 1.147 -2.803
F -4.054 -1.508 4.780
C -4.843 -1.434 3.714
C -5.973 -2.227 3.662
F -6.226 -3.010 4.699
C -6.808 -2.255 2.535
C -6.451 -1.395 1.483
C -5.334 -0.596 1.554
F -5.073 0.232 0.540
C -4.487 -0.609 2.655
C -3.242 0.179 2.661
C -2.438 0.227 1.555
N -1.724 0.207 0.630
C -2.796 0.898 3.801
N -2.418 1.508 4.704
F -7.200 -1.325 0.390
C -7.959 -3.125 2.452
C -8.457 -3.850 3.561
N -8.912 -4.442 4.441
C -8.659 -3.351 1.242
N -9.231 -3.606 0.273
*
```


No. 4
Entry from OMol25: C46H26FeN10O2 as an isolated structure at a distorted geometry (ωB97M-V/def2-TZVPD).

Its HOMO energy (spin up / spin down) is -3.98 / -3.83 eV. For the frontier orbital gap (spin up / spin down), the calculation gives 0.1919 / 0.1587 Eh.

ORCA input file:
```
! RIJCOSX wB97M-V def2-TZVPD def2/J DEFGRID3
* xyz -1 6
Fe 0.036 -0.017 -0.864
C 6.450 -1.009 -0.689
C 6.464 0.054 0.222
C 5.309 0.492 0.830
C 4.116 -0.167 0.529
C 2.772 -0.045 0.948
N 1.966 -0.944 0.391
C 2.736 -1.707 -0.453
N 2.332 -2.796 -1.088
C 1.071 -3.091 -1.305
C 0.601 -4.431 -1.625
C 1.217 -5.673 -1.674
C 0.426 -6.790 -1.883
C -0.953 -6.675 -2.050
C -1.579 -5.442 -2.001
C -0.797 -4.321 -1.775
C -1.123 -2.923 -1.550
N -2.376 -2.502 -1.544
C -2.768 -1.415 -0.909
N -2.012 -0.630 -0.110
C -2.832 0.124 0.673
N -2.504 0.760 1.764
C -1.253 0.832 2.214
N -0.096 0.680 1.505
C 0.906 0.722 2.388
N 2.327 0.807 2.048
C 0.466 0.908 3.711
C 1.093 0.971 4.960
C 0.304 1.159 6.068
C -1.089 1.286 5.959
C -1.725 1.210 4.741
C -0.952 1.017 3.601
C -4.215 -0.100 0.274
C -5.414 0.402 0.745
C -6.584 -0.087 0.189
C -6.551 -1.057 -0.809
C -5.353 -1.568 -1.282
C -4.177 -1.081 -0.735
N 0.012 -2.239 -1.283
C 4.101 -1.258 -0.392
C 5.276 -1.660 -1.011
H 7.382 -1.319 -1.143
H 7.405 0.539 0.444
H 5.329 1.330 1.516
H 2.285 -5.758 -1.534
H 0.876 -7.775 -1.915
H -1.544 -7.568 -2.205
H -2.648 -5.346 -2.115
H 2.167 0.853 5.062
H 0.758 1.202 7.049
H -1.667 1.442 6.860
H -2.796 1.302 4.653
H -5.422 1.148 1.525
H -7.539 0.286 0.533
H -7.486 -1.424 -1.210
H -5.336 -2.333 -2.044
H 5.262 -2.467 -1.726
O -0.739 0.138 -2.853
C -1.437 0.883 -3.618
C -1.873 0.397 -4.885
C -2.583 1.175 -5.762
C -2.906 2.496 -5.444
C -2.499 3.009 -4.237
C -1.779 2.246 -3.312
C -1.226 2.911 -2.178
N -0.515 2.330 -1.283
N 0.182 3.072 -0.404
C 1.317 2.485 -0.083
O 1.796 1.475 -0.669
C 2.055 3.087 1.047
C 2.165 4.465 1.196
C 2.844 5.010 2.268
C 3.433 4.173 3.206
C 3.309 2.801 3.081
C 2.619 2.250 2.011
H -1.607 -0.618 -5.143
H -2.889 0.771 -6.718
H -3.452 3.116 -6.143
H -2.713 4.042 -3.989
H -1.308 4.003 -2.153
H 1.690 5.088 0.455
H 2.920 6.081 2.375
H 3.972 4.585 4.046
H 3.746 2.155 3.831
H 2.819 0.468 2.886
*
```


What did we get for relative energy (zero: lowest compared OMol25 entry of this formula, charge and spin)? Answer: 33.0 79.0 0.0 0.0 kcal/mol, in the order shown.
What did we get for E? Answer: -144115.6068 -94390.8751 -144316.9294 -101509.5509 eV, in the order shown.